Entry 1:
ORCA calculation (the ωB97M-V functional and the def2-TZVPD basis) on C31H45N7O3P2S3Tc as an isolated structure.

Output
Multiplicity ... 4
E_tot ... -3775.57971 hartree
Net charge ... 0
Energy above the lowest of the compared OMol25 structures with the same formula, charge and spin ... 0.000 eV
HOMO energy (spin up / spin down) ... -6.179 / -6.098 eV

```
92
Properties=species:S:1:pos:R:3:mulliken_spin:R:1
Tc -1.4472 0.4120 -1.3933 2.867
C -1.5780 1.4295 3.4861 0.000
N -0.2266 1.1588 3.0015 -0.004
C 0.8393 1.8324 3.7204 0.000
P -0.0331 0.0537 1.8191 0.004
O -1.1091 0.0844 0.8124 0.005
O 1.4118 0.4351 1.2024 0.000
P 1.8010 0.9629 -0.2907 0.054
O 0.8174 0.5627 -1.3172 -0.017
N 3.2839 0.3113 -0.4749 -0.002
C 3.8523 0.3012 -1.8192 0.002
C 4.1275 -0.2483 0.5648 0.000
N 1.9233 2.5906 -0.1869 -0.005
C 2.9639 3.1572 0.6630 0.000
C 0.6572 3.3644 -0.2167 0.050
N 0.1561 -1.4380 2.4854 0.001
C 0.9497 -1.5859 3.6977 0.000
C 0.2927 -2.5611 1.5598 -0.006
H -1.7090 1.0588 4.5063 0.000
H -2.3091 0.9564 2.8356 0.000
H -1.7600 2.5062 3.4766 0.000
H 0.8224 1.5683 4.7823 0.000
H 0.7194 2.9157 3.6372 0.000
H 1.8097 1.5582 3.3135 0.000
H 3.1609 0.7597 -2.5230 0.000
H 4.0413 -0.7244 -2.1442 0.000
H 4.7936 0.8553 -1.8396 0.000
H 3.6794 -0.1053 1.5436 0.000
H 5.1061 0.2397 0.5554 0.000
H 4.2794 -1.3197 0.4052 0.000
H 3.8855 2.5872 0.5569 0.000
H 2.6771 3.1733 1.7200 0.001
H 3.1621 4.1817 0.3482 -0.001
H 1.2409 4.2488 -2.0571 0.003
H 0.8019 4.2068 0.4606 0.008
H -0.1643 2.7709 0.2042 -0.040
H 0.7159 -0.7948 4.4045 0.000
H 2.0277 -1.5768 3.4934 0.000
H 0.7018 -2.5406 4.1623 0.000
H -0.3477 -2.4046 0.6968 0.004
H -0.0170 -3.4794 2.0594 0.000
H 1.3289 -2.6802 1.2199 0.000
S -4.7614 1.9122 -4.1115 0.069
C -3.5822 1.3308 -3.1494 -0.014
S -1.9043 1.0264 -3.5872 -0.014
S -3.7162 0.8844 -1.4489 -0.016
C -0.5270 5.8165 -2.9203 0.002
C -0.7860 4.9739 -1.6654 -0.044
C -2.1633 4.3226 -1.8319 0.019
C 0.3148 3.8703 -1.6115 0.100
C -0.7395 5.8344 -0.4018 0.003
C -1.5702 5.5598 0.6855 0.000
C -1.4790 6.2839 1.8660 0.000
C -0.5503 7.3069 1.9934 0.000
C 0.2777 7.5997 0.9207 0.000
C 0.1803 6.8735 -0.2592 -0.001
H -0.5976 5.1753 -3.8007 0.001
H 0.4638 6.2707 -2.9257 0.000
H -1.2735 6.6062 -3.0183 -0.001
H -2.2223 3.8290 -2.8014 0.003
H -2.9561 5.0707 -1.7748 -0.001
H -2.3639 3.5497 -1.0878 -0.013
H -0.0158 3.0319 -2.2346 -0.065
H -2.3072 4.7710 0.6116 0.002
H -2.1462 6.0521 2.6872 0.000
H -0.4825 7.8766 2.9110 0.000
H 1.0004 8.4025 0.9961 0.000
H 0.8403 7.1264 -1.0772 0.000
N -0.2133 -7.0641 -1.7475 0.001
C -0.3970 -8.3510 -1.2912 0.000
C 0.2124 -9.5605 -1.6081 0.000
C -0.2392 -10.6752 -0.9298 0.000
C -1.2618 -10.5891 0.0296 0.000
C -1.8628 -9.3861 0.3362 0.000
C -1.4218 -8.2485 -0.3395 0.000
N -1.8462 -6.9372 -0.2358 0.001
C -1.1137 -6.2702 -1.0833 -0.003
C -1.2211 -4.8246 -1.3038 0.005
C -2.3284 -4.1398 -0.8128 -0.016
C -2.4106 -2.7734 -1.0080 -0.007
N -1.4638 -2.0757 -1.6410 0.086
C -0.4129 -2.7297 -2.1284 0.000
C -0.2501 -4.0972 -1.9847 -0.015
H 0.4018 -6.7779 -2.4879 0.000
H 0.9990 -9.6310 -2.3476 0.000
H 0.2033 -11.6392 -1.1422 0.000
H -1.5827 -11.4911 0.5336 0.000
H -2.6535 -9.3137 1.0705 0.000
H -3.1057 -4.6791 -0.2909 0.000
H -3.2568 -2.1968 -0.6507 -0.006
H 0.3256 -2.1244 -2.6428 0.000
H 0.6376 -4.5660 -2.3893 0.000
```



Entry 2:
ORCA calculation (the ωB97M-V functional and the def2-TZVPD basis) on one molecule with the formula C7H10OP2 at a distorted geometry.

Output
E_tot ... -1030.57509 hartree
Net charge ... 0
Structure (SMILES) ... O[PH2]=C(P)c1ccccc1
Energy above the lowest of the compared OMol25 structures with the same formula, charge and spin ... 0.532 eV
HOMO energy ... -7.635 eV

```
20
Properties=species:S:1:pos:R:3:lowdin_charge:R:1
O 3.1705 1.7935 0.8161 -0.301
P 2.1018 1.0176 -0.2746 0.786
C 1.0077 -0.1358 0.1112 -0.671
P 1.7430 -1.9210 0.6301 0.771
C -0.4336 -0.0153 0.3309 -0.383
C -0.9389 1.1797 0.6590 -0.109
C -2.3174 1.4191 0.5274 -0.068
C -3.1787 0.3159 0.3127 -0.085
C -2.6506 -0.9528 -0.0021 -0.089
C -1.2898 -1.1354 0.0987 -0.075
H 2.9835 1.1682 1.5441 0.029
H 1.5142 1.9217 -1.0556 0.003
H 3.0573 0.3616 -0.9415 -0.012
H 1.8281 -2.3312 -0.7612 -0.105
H 3.0220 -1.5202 1.1272 -0.144
H -0.3959 2.0616 1.0537 0.118
H -2.5981 2.4118 0.6884 0.077
H -4.2480 0.4858 0.1141 0.097
H -3.2245 -1.7686 -0.3629 0.091
H -0.8479 -2.0723 -0.1904 0.070
```